The following is a DFT calculation (ωB97M-V/def2-TZVPD) of a structure of composition C40H40AsNOPRuSi at a distorted geometry.

Values from the calculation:
spin multiplicity	5
lowest unoccupied orbital energy (alpha / beta)	-7.60 / -9.09	eV
F_max	6.08	eV/A
HOMO (alpha / beta)	-13.73 / -13.90	eV
total charge	+3
energy relative to the best compared isomer or geometry (same formula, charge and spin)	58.8	kcal/mol

Element x y z (Å)
Ru -11.3260 -9.5458 -15.8469
O -10.7132 -8.4106 -18.3254
N -11.9273 -8.5866 -17.5702
C -12.9468 -7.9166 -17.9017
C -14.1888 -7.9141 -17.1907
C -15.1719 -7.0788 -17.8260
C -16.4618 -7.0820 -17.3565
C -16.7653 -7.8688 -16.2508
C -15.7951 -8.4772 -15.5075
C -14.4803 -8.4879 -16.0007
P -13.3231 -9.4428 -14.9990
C -13.2530 -11.0789 -15.8747
C -12.8178 -12.1437 -15.0395
C -12.8500 -13.4677 -15.5003
C -13.3612 -13.7138 -16.7619
C -13.8049 -12.6425 -17.5473
C -13.7293 -11.3270 -17.1339
C -13.8169 -9.7295 -13.3412
C -13.6895 -8.7628 -12.3243
C -14.4001 -8.9359 -11.0109
C -15.3078 -9.9239 -10.8436
C -15.5212 -10.7850 -11.9661
C -14.8322 -10.7535 -13.1239
H -10.7721 -7.6908 -18.9328
H -12.9138 -7.2294 -18.7184
H -14.8156 -6.6081 -18.7306
H -17.3199 -6.6580 -17.9096
H -17.7858 -7.8335 -15.8493
H -16.1122 -9.0120 -14.6164
H -12.5345 -11.9202 -14.0268
H -12.5933 -14.3038 -14.8160
H -13.6559 -14.6975 -17.1979
H -14.1716 -13.0059 -18.5318
H -14.1296 -10.5310 -17.7817
H -13.0728 -7.8644 -12.3909
H -14.1463 -8.2039 -10.2394
H -15.8746 -9.9982 -9.9260
H -16.2604 -11.5389 -11.8318
H -15.0984 -11.4519 -13.8579
C -7.2503 -15.9247 -23.0713
C -7.0856 -15.8585 -24.4323
C -5.9929 -15.3051 -25.0342
C -5.1394 -14.8095 -24.0395
C -5.2503 -14.8225 -22.6751
C -6.3758 -15.4293 -22.1833
Si -3.7541 -13.9542 -24.6162
C -2.5451 -12.8930 -23.5103
C -1.7606 -11.9872 -24.1375
C -0.8323 -11.0614 -23.4357
C -0.8313 -11.0509 -22.0774
C -1.5379 -11.9584 -21.4107
C -2.2830 -12.9453 -22.1424
H -8.1573 -16.4182 -22.7734
H -7.8515 -16.3074 -25.0946
H -5.6880 -15.2634 -26.0453
H -4.4531 -14.3511 -22.0670
H -6.5469 -15.4283 -21.0804
H -3.3800 -13.5966 -25.9364
H -1.7630 -11.7968 -25.1785
H -0.2662 -10.4198 -24.0309
H -0.2818 -10.2678 -21.6181
H -1.4465 -12.2616 -20.3360
H -2.7606 -13.7946 -21.5450
C -10.2550 -9.0539 -11.9825
As -9.7286 -9.0579 -13.9120
C -8.7984 -7.3077 -14.0227
C -7.9518 -10.2351 -14.0956
C -7.0742 -10.4956 -12.8949
C -7.3834 -11.5986 -11.9363
C -6.5430 -11.6912 -10.8514
C -5.4549 -10.7626 -10.6987
C -5.3071 -9.5442 -11.5200
C -6.0268 -9.4564 -12.6143
H -9.2420 -8.9912 -11.4989
H -10.8606 -9.9455 -11.7885
H -10.9171 -8.1972 -11.9444
H -8.5449 -6.9780 -13.0245
H -9.6428 -6.6599 -14.2925
H -7.9176 -7.2392 -14.6595
H -7.5630 -9.7459 -14.9924
H -8.4214 -11.1956 -14.3374
H -8.2867 -12.1522 -11.9527
H -6.5305 -12.5476 -10.2353
H -4.6738 -10.7925 -9.8935
H -4.4685 -8.9074 -11.4726
H -6.0167 -8.5651 -13.2914

Atomic partial charges in e from the Mulliken method, atoms 1 to 8: -0.5661, -0.4059, -0.0456, -0.3354, 0.9874, -0.9912, -0.7194, -0.7224

=====

The following is a DFT calculation (ωB97M-V/def2-TZVPD) of a structure of composition C40H40Cl2GeN3O4STl at a distorted geometry.

Values from the calculation:
lowest unoccupied orbital energy (alpha / beta)	3.90 / 3.90	eV
F_max	1.72	eV/A
HOMO (alpha / beta)	-1.13 / -1.12	eV
total charge	-2
energy relative to the best compared isomer or geometry (same formula, charge and spin)	34.5	kcal/mol

Element x y z (Å)
Tl -0.6788 2.4169 -0.4228
Cl -3.2628 4.1809 1.3205
C -4.6144 3.4311 0.5529
C -5.7244 4.2258 0.3242
C -6.8729 3.6976 -0.2392
C -6.9073 2.3487 -0.5487
C -5.7915 1.5645 -0.3235
Cl -5.9226 -0.1208 -0.7149
C -4.5709 2.0579 0.1995
S -3.2057 1.0083 0.3925
H -5.6799 5.2700 0.6053
H -7.7325 4.3293 -0.4234
H -7.7955 1.8975 -0.9714
O 3.7920 1.5902 -0.5597
C 2.6898 1.9395 -0.2195
N 1.6173 2.2889 0.1525
C -0.5584 3.9446 -3.5031
C 0.0867 5.1823 -2.9607
C 0.6359 6.1309 -3.7971
C 1.2576 7.2798 -3.3107
C 1.3743 7.4353 -1.9341
C 0.8987 6.4902 -1.0471
C 1.0618 6.6529 0.4365
C 0.1448 5.3503 -1.5287
N -0.4867 4.6699 -0.5973
H -0.5892 3.9641 -4.5941
H -1.5796 3.8523 -3.1207
H -0.0188 3.0478 -3.1907
H 0.5682 5.9796 -4.8713
H 1.6634 8.0226 -3.9880
H 1.8990 8.3037 -1.5417
H 1.9165 7.2963 0.6627
H 1.2008 5.6688 0.8889
H 0.1702 7.0894 0.8984
C 0.2300 -0.0119 4.8209
N 0.0048 0.5917 3.5237
C 0.4889 -0.0948 2.3272
C -0.5999 1.7898 3.3430
C -1.0188 2.5593 4.5819
O -0.8124 2.2922 2.2469
H 0.6992 -0.9811 4.6724
H -0.7038 -0.1729 5.3669
H 0.8971 0.5890 5.4473
H 0.9969 -1.0179 2.6049
H 1.1707 0.5481 1.7760
H -0.3346 -0.3229 1.6537
H -1.0301 1.9678 5.4936
H -2.0058 2.9813 4.4031
H -0.3213 3.3905 4.6980
O 0.2439 1.0042 -2.4682
C 0.5698 -0.0209 -1.8319
O 0.0425 -0.4356 -0.7703
C 1.7933 -0.7942 -2.3723
C 2.4828 -1.6348 -1.3019
Ge 1.3654 -3.0674 -0.4552
C 1.6071 -4.6318 -1.7132
C 2.3461 -4.5629 -2.8913
C 2.5367 -5.6802 -3.6961
C 1.9851 -6.8988 -3.3323
C 1.2367 -6.9881 -2.1653
C 1.0524 -5.8665 -1.3718
C -0.5207 -3.4220 0.0579
C -1.3910 -3.7503 -0.9787
C -2.7289 -4.0129 -0.7332
C -3.2215 -3.9542 0.5617
C -2.3729 -3.6068 1.5983
C -1.0346 -3.3386 1.3467
C 2.5714 -3.7093 1.0197
C 3.9519 -3.5845 0.8619
C 4.8392 -4.0389 1.8264
C 4.3608 -4.6257 2.9904
C 2.9925 -4.7666 3.1660
C 2.1140 -4.3226 2.1854
H 2.4665 -0.0226 -2.7474
H 1.4720 -1.4086 -3.2204
H 2.8224 -0.9680 -0.5064
H 3.3584 -2.1436 -1.7140
H 2.7799 -3.6150 -3.1927
H 3.1174 -5.5974 -4.6081
H 2.1333 -7.7736 -3.9550
H 0.7955 -7.9357 -1.8770
H 0.4593 -5.9420 -0.4662
H -1.0137 -3.7970 -1.9945
H -3.3931 -4.2511 -1.5556
H -4.2686 -4.1464 0.7535
H -2.7606 -3.5226 2.6064
H -0.3969 -3.0482 2.1721
H 4.3467 -3.1240 -0.0360
H 5.9069 -3.9327 1.6728
H 5.0501 -4.9692 3.7529
H 2.6076 -5.2240 4.0708
H 1.0491 -4.4640 2.3272

Atomic partial charges in e from the Mulliken method, atoms 1 to 8: 0.8919, -0.1223, 0.5039, -0.7317, -0.2981, -0.7010, 0.4089, -0.2419

=====

The following is a DFT calculation (ωB97M-V/def2-TZVPD) of a structure of composition C40H40ClGdOP2 at a distorted geometry.

Values from the calculation:
spin multiplicity	8
lowest unoccupied orbital energy (alpha / beta)	-6.13 / -8.11	eV
F_max	2.35	eV/A
HOMO (alpha / beta)	-13.25 / -12.86	eV
total charge	+2

Element x y z (Å)
Gd -0.1659 -0.0657 -0.1383
Cl 0.9484 -2.2233 -0.8834
P -1.1972 -1.4861 1.8837
P 1.4359 1.1997 -1.8805
C -2.4073 -0.4836 2.7898
C 0.0462 -2.0838 3.0292
C -2.0711 -2.8044 1.0029
C 0.7454 0.8811 -3.5302
C 1.4465 2.9978 -1.6290
C 3.1050 0.5526 -1.6827
C -3.7728 -0.7719 2.6600
C -4.7018 -0.0580 3.4085
C -4.2502 0.9959 4.2245
C -2.8942 1.3624 4.2633
C -1.9637 0.6297 3.5367
H -4.0775 -1.5793 1.9986
H -5.7542 -0.3429 3.3745
H -4.9633 1.5339 4.8512
H -2.5541 2.1799 4.9126
H -0.8985 0.8555 3.5827
C -2.8079 -2.5387 -0.1754
C -3.5299 -3.5848 -0.7549
C -3.4457 -4.8745 -0.1905
C -2.6228 -5.1525 0.9152
C -1.9019 -4.1139 1.4904
H -2.8397 -1.5322 -0.6104
H -4.1806 -3.3866 -1.6188
H -4.0474 -5.6759 -0.6236
H -2.5660 -6.1573 1.3493
H -1.2278 -4.2683 2.3314
C -0.4090 -2.3186 4.3425
C 0.4694 -2.8440 5.2751
C 1.8014 -3.0855 4.8991
C 2.2812 -2.7897 3.6015
C 1.3952 -2.2665 2.6611
H -1.4414 -2.0949 4.5901
H 0.0983 -3.0740 6.2820
H 2.4915 -3.5201 5.6266
H 3.3258 -2.9929 3.3261
H 1.7209 -2.0474 1.6442
C 2.6422 3.6198 -1.2409
C 2.6783 5.0025 -1.0937
C 1.4915 5.7360 -1.2583
C 0.2665 5.1018 -1.5343
C 0.2375 3.7206 -1.7070
H 3.5281 3.0061 -1.0993
H 3.6280 5.4987 -0.8843
H 1.5156 6.8250 -1.1837
H -0.6460 5.6967 -1.6694
H -0.6860 3.1943 -1.9526
C -0.0464 -0.2521 -3.8083
C -0.5008 -0.4550 -5.1129
C -0.1878 0.5040 -6.1032
C 0.5437 1.6666 -5.8041
C 0.9914 1.8671 -4.5077
H -0.2568 -0.9839 -3.0259
H -1.0670 -1.3627 -5.3672
H -0.5221 0.3285 -7.1299
H 0.7857 2.4127 -6.5719
H 1.5348 2.7622 -4.2248
C 3.8443 0.3159 -2.8589
C 5.1603 -0.1184 -2.7609
C 5.6965 -0.3734 -1.4890
C 4.9318 -0.2257 -0.3110
C 3.6152 0.2248 -0.4056
H 3.3663 0.5036 -3.8192
H 5.7629 -0.2287 -3.6711
H 6.7369 -0.6869 -1.3972
H 5.3658 -0.4312 0.6771
H 2.9987 0.3245 0.4935
H -0.6075 -3.8534 -3.1123
H 0.0445 -4.0595 -2.8100
C -1.4703 3.9069 1.9428
C -2.3268 3.8025 0.7339
C -2.3200 2.3073 0.4126
O -0.9203 1.8584 0.7827
C -0.2999 2.9748 1.6082
H -1.1329 4.9180 2.1860
H -1.9731 3.5230 2.8401
H -1.8869 4.3118 -0.1239
H -3.3353 4.1909 0.8604
H -3.0827 1.7586 1.0168
H -2.5020 2.0292 -0.6472
H 0.4572 3.5090 0.9932
H 0.2244 2.5163 2.4660

Atomic partial charges in e from the Mulliken method, atoms 1 to 8: 0.0248, -0.3805, 1.1109, 0.9781, 0.4333, 0.4187, 0.8045, 0.5833

=====

Q: What is the F_max in the second record?
A: 1.72 eV/A

=====

Q: Among the records above, which one has the lowest F_max?
A: C40H40Cl2GeN3O4STl

=====

Q: F_max of number 2 (C40H40Cl2GeN3O4STl)?
A: 1.72 eV/A